i.
Formula: C3H9N3S
Source: OMol25
Level of theory: ωB97M-V/def2-TZVPD

- HOMO energy (eV) = -8.8
- LUMO (eV) = 0.72
- SMILES = C/N=C(/NN)SC

Bonds (Å) are listed after each position.
Element x y z (Å)
1 C -1.63855 1.09475 1.59447  N2 1.452, H8 1.091, H9 1.133, H10 1.089
2 N -1.28864 0.74626 0.22926  C1 1.452, C3 1.281
3 C -0.14393 0.24108 -0.04380  N2 1.281, N4 1.409, S6 1.775
4 N 0.19645 -0.15254 -1.35344  C3 1.409, N5 1.404, H11 0.981
5 N -0.69994 0.28981 -2.33959  N4 1.404, H12 1.106, H13 1.105
6 S 1.12797 -0.09239 1.14854  C3 1.775, C7 1.733
7 C 2.09872 -1.30770 0.38380  S6 1.733, H14 1.120, H15 1.096, H16 1.121
8 H -1.47715 0.23766 2.25019  C1 1.091
9 H -1.00305 1.95075 1.97774  C1 1.133
10 H -2.69941 1.34136 1.58474  C1 1.089
11 H 1.09754 0.15876 -1.58558  N4 0.981
12 H -1.13915 -0.63733 -2.75300  N5 1.106
13 H -1.51313 0.87948 -1.87925  N5 1.105
14 H 1.50791 -2.20104 0.05517  C7 1.120
15 H 2.72773 -0.88546 -0.40811  C7 1.096
16 H 2.84664 -1.66346 1.13885  C7 1.121

So, what does the Mulliken scheme give us? The charges, in e, come out as: -0.866, -0.583, 0.582, -0.028, -0.799, -0.068, -0.841, 0.331, 0.273, 0.285, 0.237, 0.245, 0.346, 0.295, 0.264, 0.327

=====

ii.
Formula: C3H9N3S
Source: OMol25
Level of theory: ωB97M-V/def2-TZVPD

- HOMO energy (eV) = -8.1
- LUMO (eV) = 0.65
- SMILES = NC[C@H](N)C(N)=S

Bonds (Å) are listed after each position.
Element x y z (Å)
1 N 0.35262 -0.32372 1.62772  C2 1.462, H8 1.014, H9 1.015
2 C -0.33580 -1.05035 0.56163  N1 1.462, C3 1.537, H10 1.097, H11 1.105
3 C -0.06289 -0.42110 -0.81387  C2 1.537, N4 1.456, C5 1.529, H12 1.116
4 N 1.34497 -0.20580 -1.11604  C3 1.456, H13 1.035, H14 1.037
5 C -0.80821 0.90032 -1.00751  C3 1.529, N6 1.337, S7 1.643
6 N -0.56860 1.78516 -0.03396  C5 1.337, H15 0.993, H16 1.027
7 S -1.78818 1.19388 -2.29369  C5 1.643
8 H 1.33246 -0.58352 1.64830  N1 1.014
9 H -0.01872 -0.61468 2.52594  N1 1.015
10 H -1.41447 -1.03753 0.75860  C2 1.097
11 H -0.05679 -2.11953 0.54700  C2 1.105
12 H -0.45793 -1.09398 -1.61155  C3 1.116
13 H 1.76135 0.45606 -0.43862  N4 1.035
14 H 1.89759 -1.08337 -1.09062  N4 1.037
15 H -0.11587 1.51255 0.80656  N6 0.993
16 H -1.06153 2.68561 -0.06989  N6 1.027

So, what does the Mulliken scheme give us? The charges, in e, come out as: -0.592, -0.660, 0.073, -0.658, -0.095, -0.305, -0.334, 0.187, 0.219, 0.359, 0.364, 0.395, 0.293, 0.253, 0.271, 0.230

=====

iii.
Formula: C3H9N3S
Source: OMol25
Level of theory: ωB97M-V/def2-TZVPD

- HOMO energy (eV) = -8.9
- LUMO (eV) = 0.65
- SMILES = [H]/N=C(/NN)SCC

Bonds (Å) are listed after each position.
Element x y z (Å)
1 H 0.08796 1.61737 -1.06840  N2 1.007
2 N -0.82988 1.37109 -0.73545  H1 1.007, C3 1.327
3 C -0.67408 0.12029 -0.32027  N2 1.327, N4 1.404, S6 1.815
4 N -1.72978 -0.65092 0.19242  C3 1.404, N5 1.480, H9 1.062
5 N -2.79607 0.24350 0.69556  N4 1.480, H10 1.160, H11 1.114
6 S 0.72375 -1.01939 -0.52469  C3 1.815, C7 1.856
7 C 1.91983 -0.35965 0.73213  S6 1.856, C8 1.588, H12 1.147, H13 1.022
8 C 2.30330 1.11575 0.28591  C7 1.588, H14 1.217, H15 1.290, H16 1.176
9 H -1.52589 -1.52970 0.75265  N4 1.062
10 H -2.27307 1.23228 0.38775  N5 1.160
11 H -3.68659 0.13219 0.03549  N5 1.114
12 H 1.65149 -0.41528 1.84615  C7 1.147
13 H 2.78508 -0.85237 0.50073  C7 1.022
14 H 1.70066 2.00275 0.86074  C8 1.217
15 H 3.52260 1.14786 0.70592  C8 1.290
16 H 2.35360 0.97117 -0.88029  C8 1.176

So, what does the Mulliken scheme give us? The charges, in e, come out as: 0.291, -0.816, 0.489, -0.137, -0.670, -0.222, -0.421, -1.026, 0.282, 0.393, 0.253, 0.324, 0.385, 0.250, 0.280, 0.345

=====

Stability check: which of them is least stable? iii.

=====

i.
Formula: C3H8NS
Source: OMol25
Level of theory: ωB97M-V/def2-TZVPD

- total charge = -1
- HOMO energy (eV) = -2.0
- LUMO (eV) = 3.61

Bonds (Å) are listed after each position.
Element x y z (Å)
1 C 3.67322 -1.37970 0.71919  S2 1.861, H3 1.086, H4 1.094, H5 1.087
2 S 2.39712 -0.12336 0.21233  C1 1.861
3 H 4.01286 -1.17627 1.73065  C1 1.086
4 H 3.14237 -2.32910 0.60666  C1 1.094
5 H 4.48387 -1.30479 -0.00171  C1 1.087
6 C -3.79040 -0.08155 -1.09631  C7 1.324, H9 1.085, H10 1.102
7 C -3.18158 0.43040 -0.03780  C6 1.324, N8 1.405, H11 1.078
8 N -2.25436 1.48226 -0.12864  C7 1.405, H12 1.008, H13 1.009
9 H -3.64597 0.05783 -2.16235  C6 1.085
10 H -4.52428 -0.89449 -0.97204  C6 1.102
11 H -3.51536 0.29277 0.97839  C7 1.078
12 H -1.91147 1.61767 -1.06728  N8 1.008
13 H -1.53458 1.53506 0.57702  N8 1.009

So, what does the Mulliken scheme give us? The charges, in e, come out as: -0.674, -0.791, 0.163, 0.141, 0.164, -0.829, 0.143, -0.508, 0.223, 0.203, 0.285, 0.217, 0.263

=====

ii.
Formula: C3H8NS
Source: OMol25
Level of theory: ωB97M-V/def2-TZVPD

- total charge = -1
- HOMO energy (eV) = -2.3
- LUMO (eV) = 4.05

Bonds (Å) are listed after each position.
Element x y z (Å)
1 C 2.12633 -1.08952 0.18477  S2 1.815, H3 1.102, H4 1.097, H5 1.097
2 S 2.44870 0.69605 0.12808  C1 1.815
3 H 1.98997 -1.54577 1.17901  C1 1.102
4 H 1.22535 -1.44693 -0.32909  C1 1.097
5 H 3.00107 -1.64950 -0.16771  C1 1.097
6 C -1.81398 1.10952 0.65393  N8 1.489, H9 1.098, H10 1.091, H11 1.084
7 C -0.80019 0.01453 -1.10217  N8 1.273, H12 1.098, H13 1.094
8 N -1.92316 0.42346 -0.66309  C6 1.489, C7 1.273
9 H -2.67487 1.77911 0.78446  C6 1.098
10 H -0.95822 1.76872 0.80398  C6 1.091
11 H -1.98039 0.27164 1.32134  C6 1.084
12 H -0.70836 -0.99181 -1.53101  C7 1.098
13 H 0.06775 0.66050 -1.26248  C7 1.094

So, what does the Mulliken scheme give us? The charges, in e, come out as: -0.681, -0.709, 0.203, 0.021, 0.247, -0.643, -0.322, -0.508, 0.261, 0.333, 0.214, 0.310, 0.275

=====

iii.
Formula: C3H8NS
Source: OMol25
Level of theory: ωB97M-V/def2-TZVPD

- total charge = -1
- HOMO energy (eV) = -2.2
- LUMO (eV) = 4.29
- SMILES = NCCC[S-]

Bonds (Å) are listed after each position.
Element x y z (Å)
1 N -1.80651 1.76132 0.93954  C2 1.477, H6 1.011, H7 1.009
2 C -1.19458 0.56739 0.32070  N1 1.477, C3 1.514, H8 1.099, H9 1.086
3 C 0.02230 0.06552 1.06830  C2 1.514, C4 1.543, H10 1.079, H11 1.096
4 C 0.82232 -1.03988 0.34901  C3 1.543, S5 1.831, H12 1.093, H13 1.075
5 S 1.18081 -0.73161 -1.42006  C4 1.831
6 H -1.46052 1.95899 1.86836  N1 1.011
7 H -1.65361 2.57287 0.35957  N1 1.009
8 H -1.90162 -0.27047 0.25051  C2 1.099
9 H -0.95157 0.83242 -0.70454  C2 1.086
10 H 0.67034 0.89730 1.29816  C3 1.079
11 H -0.31117 -0.35848 2.02268  C3 1.096
12 H 0.32838 -2.00486 0.48626  C4 1.093
13 H 1.77681 -1.07016 0.84243  C4 1.075

So, what does the Mulliken scheme give us? The charges, in e, come out as: -0.599, -0.361, -0.579, -0.770, -0.698, 0.231, 0.232, 0.186, 0.304, 0.303, 0.263, 0.241, 0.249

=====

iv.
Formula: C3H8NS
Source: OMol25
Level of theory: ωB97M-V/def2-TZVPD

- total charge = -1
- HOMO energy (eV) = -2.3
- LUMO (eV) = 4.35
- SMILES = NCCC[S-]

Bonds (Å) are listed after each position.
Element x y z (Å)
1 N 0.51144 0.83488 -2.21354  C2 1.470, H6 1.018, H7 1.018
2 C 0.91841 -0.11832 -1.17132  N1 1.470, C3 1.534, H8 1.093, H9 1.094
3 C 0.99004 0.44643 0.25324  C2 1.534, C4 1.538, H10 1.095, H11 1.096
4 C 0.29204 -0.48989 1.25444  C3 1.538, S5 1.811, H12 1.107, H13 1.095
5 S -1.50084 -0.54632 1.00874  C4 1.811
6 H 0.90842 1.74430 -1.98645  N1 1.018
7 H -0.48968 0.97129 -2.09125  N1 1.018
8 H 1.88855 -0.53861 -1.44676  C2 1.093
9 H 0.17996 -0.92612 -1.16946  C2 1.094
10 H 0.43129 1.38716 0.29732  C3 1.095
11 H 2.03038 0.65460 0.52634  C3 1.096
12 H 0.76555 -1.48699 1.16915  C4 1.107
13 H 0.51824 -0.16589 2.27593  C4 1.095

So, what does the Mulliken scheme give us? The charges, in e, come out as: -0.751, -0.553, -0.487, -0.924, -0.660, 0.238, 0.313, 0.325, 0.343, 0.271, 0.323, 0.268, 0.294

=====

Stability check: which of them is least stable? ii.